No. 1
19
Properties=species:S:1:pos:R:3:forces:R:3:nbo_charge:R:1 method="wB97M-V/def2-TZVPD" smiles="C[PH]#[PH]C(P)=[PH2]C" de_lowest_kcal_mol=68.6 charge=0
C -3.47989 1.23410 0.44204 0.3082 -2.6415 -5.8917 -0.869
P -1.96880 0.06709 0.52031 -1.7835 -0.6545 1.5086 0.215
P -0.90437 -0.00066 -1.32940 1.3777 1.0214 -1.1886 0.196
C 0.40059 -1.23043 -0.85646 0.3639 2.5422 1.4672 -0.998
P -0.04070 -2.43739 0.53942 1.1475 0.2766 -1.1536 0.262
P 1.90121 -0.14321 -0.40130 2.6197 -1.6513 -1.7205 0.730
C 3.01131 1.12010 0.71989 0.0242 -0.9705 -2.5747 -0.845
H -3.21121 1.88879 -0.48796 -1.0686 -0.6512 1.9177 0.225
H -3.50361 1.71257 1.32329 -0.3238 1.9878 2.9693 0.216
H -4.45478 0.61159 0.23101 1.9948 1.3077 0.4610 0.234
H -1.07343 0.94749 1.17402 0.0724 0.1089 -0.3292 -0.024
H -1.67082 -0.75160 -2.24470 -0.3590 -0.4129 0.5026 -0.006
H -0.98129 -3.06840 -0.31905 0.1582 -0.1773 0.0951 -0.007
H 1.14499 -3.03973 -0.01569 -0.4470 -0.9029 0.6799 -0.024
H 2.33320 0.44553 -1.66885 -0.7216 -0.5009 0.9512 0.015
H 3.00207 -1.19917 -0.31441 -1.6024 1.1163 -0.0351 -0.012
H 4.10468 0.70586 0.62525 -2.1867 1.2391 -0.0422 0.245
H 2.74721 2.15441 0.38654 0.8134 -0.8812 0.1575 0.234
H 2.64365 0.98307 1.67605 -0.3875 -0.1557 2.2255 0.212

***

No. 2
19
Properties=species:S:1:pos:R:3:forces:R:3:nbo_charge:R:1 method="wB97M-V/def2-TZVPD" de_lowest_kcal_mol=43.3 charge=+1
N -1.36934 -1.36172 -0.06255 0.2905 1.4035 0.5553 -0.767
C 0.11888 -1.51645 0.19956 2.0684 -0.3000 2.3630 -0.252
C 0.99058 -0.51825 -0.62401 -0.4414 -2.9171 -2.9373 -0.254
N 0.66408 0.83299 -0.34480 2.3138 2.0620 1.0688 -0.669
C 1.47718 1.28853 0.91305 -1.5601 -0.5984 -0.6338 -0.446
H -1.38476 -0.27659 -0.28696 -0.9761 -1.1831 0.1741 0.499
H -1.71880 -1.88841 -0.91687 0.3813 0.6596 1.6399 0.451
H -1.95808 -1.47188 0.84582 1.1513 -0.2264 -2.3472 0.454
H 0.33755 -1.32862 1.34064 -0.8551 -0.2485 -2.1072 0.228
H 0.49901 -2.54408 0.03127 -0.6646 0.5029 -0.1025 0.241
H 2.08358 -0.89668 -0.70229 -1.3983 0.8865 1.0226 0.222
H 0.70350 -0.77076 -1.70297 0.0578 0.6139 1.0000 0.205
H 0.95465 1.47909 -1.14749 -0.4278 -1.4403 1.5398 0.392
H 0.92142 1.28077 1.88554 0.3405 -0.5079 -1.0387 0.209
H 1.74936 2.27659 0.75517 -0.0157 2.2401 -0.3174 0.216
H 2.46715 0.86660 0.97455 0.0745 -1.0886 0.1315 0.205
H -2.87808 1.47061 0.01112 1.1007 -0.5991 -1.1690 0.501
H -1.52398 1.91528 -0.57911 0.1186 -0.3175 -0.0710 0.509
O -2.13390 1.16298 -0.58967 -1.5582 1.0586 1.2291 -0.944

***

Number 1: E -1486.70464 hartree, LUMO -0.0015 hartree. Number 2: E -306.56668 hartree, LUMO -0.1194 hartree.